Entry 1:
Computed, not measured: the molecule C3H6ClFN2 in a non-equilibrium geometry, with ωB97M-V/def2-TZVPD.

Last column: Mulliken charge in e.
Positions of all 13 atoms, in Å:
C (2.245, -0.052, 0.093)  -0.815
N (0.942, 0.050, 0.373)  -0.221
N (0.191, -0.763, -0.506)  -0.386
C (-1.055, -0.585, -0.532)  -0.252
C (-2.032, 0.266, 0.201)  0.328
F (-1.793, 1.624, -0.404)  -0.277
Cl (-3.770, -0.375, 0.105)  -0.159
H (2.569, -1.124, 0.571)  0.215
H (2.746, 0.850, 0.474)  0.342
H (2.485, 0.010, -0.950)  0.335
H (0.784, 1.088, 0.230)  0.275
H (-1.768, -1.288, -0.902)  0.336
H (-1.545, 0.298, 1.247)  0.279

Atoms 1-6, force components in eV/Å:
5.5 -2.9 1.0
-5.2 2.9 -0.6
-0.1 0.6 1.1
-2.4 -1.3 -0.1
2.6 2.8 1.1
-1.4 -2.2 1.4

Summary:
SMILES ... CN/N=C\[C@@H](F)Cl
LUMO level ... 0.43 eV
2S+1 ... 1
HOMO-LUMO gap ... 9.921 eV
Energy above the lowest of the compared OMol25 structures with the same formula, charge and spin ... 85.13 kcal per mole
Net charge ... 0



Entry 2:
Computed, not measured: a structure of composition C19H43OOsP3S2 in a non-equilibrium geometry, with ωB97M-V/def2-TZVPD.

Last column: Mulliken charge in e.
Positions of all 69 atoms, in Å:
Os (0.072, 0.794, 0.217)  1.259
P (1.831, 1.790, 1.183)  0.925
P (-1.221, 0.592, 2.102)  0.603
P (-0.999, 2.480, -0.701)  0.853
H (0.660, -2.285, -4.746)  0.279
C (0.605, -1.239, -5.069)  -0.140
C (1.609, -0.446, -4.665)  -0.431
H (2.489, -1.048, -4.305)  0.353
C (2.998, 0.597, 1.876)  -1.067
C (1.509, 2.895, 2.602)  -1.500
C (2.762, 2.764, -0.025)  -1.191
C (-2.556, -0.626, 1.888)  -1.011
C (-0.259, -0.068, 3.523)  -1.025
C (-2.058, 2.054, 2.793)  -1.275
C (-0.596, 2.788, -2.456)  -1.259
C (-0.776, 4.143, 0.015)  -1.302
C (-2.811, 2.317, -0.693)  -1.142
H (-0.212, -0.965, -5.744)  0.355
H (1.705, 0.653, -4.830)  0.388
H (3.787, 0.401, 1.141)  0.476
H (2.513, -0.358, 2.121)  0.005
H (3.469, 1.021, 2.773)  0.478
H (1.215, 2.324, 3.491)  0.408
H (0.732, 3.630, 2.366)  0.308
H (2.449, 3.421, 2.812)  0.565
H (3.430, 2.097, -0.580)  0.466
H (3.358, 3.509, 0.517)  0.504
H (2.094, 3.277, -0.728)  0.254
H (-3.072, -0.734, 2.850)  0.494
H (-2.148, -1.602, 1.588)  0.082
H (-3.274, -0.260, 1.144)  0.370
H (-0.785, 0.173, 4.457)  0.614
H (0.755, 0.354, 3.553)  0.217
H (-0.170, -1.159, 3.420)  0.144
H (-2.576, 1.713, 3.705)  0.586
H (-2.794, 2.438, 2.073)  0.303
H (-1.321, 2.824, 3.063)  0.347
H (-1.235, 3.604, -2.813)  0.586
H (-0.757, 1.895, -3.070)  0.401
H (0.457, 3.060, -2.578)  0.301
H (-1.254, 4.844, -0.692)  0.527
H (0.288, 4.405, 0.098)  0.349
H (-1.249, 4.200, 1.005)  0.406
H (-3.197, 2.848, -1.573)  0.481
H (-3.226, 2.760, 0.217)  0.401
H (-3.123, 1.268, -0.739)  0.238
C (0.167, -1.647, -2.152)  1.680
C (-1.126, -1.767, -2.663)  -0.482
C (-1.620, -3.039, -2.911)  -0.770
C (-0.814, -4.157, -2.747)  -0.686
C (0.487, -4.027, -2.256)  -0.564
C (0.994, -2.770, -1.955)  -1.448
S (0.941, -0.089, -1.934)  -0.601
H (-0.580, 0.316, -1.318)  -0.725
H (-1.636, -0.854, -2.946)  0.596
H (-2.655, -3.162, -3.201)  0.536
H (-1.210, -5.150, -2.964)  0.522
H (1.150, -4.877, -2.096)  0.541
H (2.027, -2.580, -1.658)  0.611
C (1.564, -3.637, 2.680)  -0.977
S (0.972, -3.039, 1.089)  0.513
C (-0.646, -3.853, 1.065)  -0.925
O (0.647, -1.545, 1.265)  -0.298
H (2.486, -3.079, 2.890)  0.423
H (1.811, -4.711, 2.639)  0.469
H (0.820, -3.444, 3.465)  0.408
H (-1.162, -3.706, 2.029)  0.491
H (-1.217, -3.401, 0.246)  0.211
H (-0.519, -4.923, 0.843)  0.492

Atoms 1-6, force components in eV/Å:
-0.1 -3.2 -1.1
1.8 1.4 1.4
-1.3 0.2 1.6
-1.1 2.5 -0.6
-0.3 0.3 -0.3
-2.1 -1.8 -0.9

Summary:
Expectation value of S² ... 6.025
LUMO level (alpha / beta) ... -12.14 / -16.41 eV
2S+1 ... 5
HOMO-LUMO gap (alpha / beta) ... 7.418 / 3.807 eV
Energy above the lowest of the compared OMol25 structures with the same formula, charge and spin ... 55.30 kcal per mole
Net charge ... +4



Entry 3:
Computed, not measured: the molecule C16H23NO4, with ωB97M-V/def2-TZVPD.

Last column: Mulliken charge in e.
Positions of all 44 atoms, in Å:
C (2.784, 2.817, 4.204)  -1.174
C (3.759, 2.659, 3.044)  -0.187
C (4.834, 1.603, 3.304)  -0.771
C (4.304, 0.181, 3.497)  -0.850
C (3.565, -0.374, 2.280)  -0.745
O (2.244, 0.127, 2.289)  -0.223
C (1.406, -0.205, 1.271)  0.457
C (0.131, 0.364, 1.324)  -0.743
C (-0.798, 0.091, 0.346)  -0.734
C (-0.483, -0.758, -0.715)  0.712
N (-1.478, -0.995, -1.675)  -0.048
C (-1.420, -1.772, -2.786)  0.339
O (-0.446, -2.408, -3.130)  -0.683
C (-2.696, -1.821, -3.624)  -0.419
C (-3.880, -0.972, -3.180)  -0.426
C (-5.055, -1.128, -4.143)  -0.840
C (-6.238, -0.299, -3.708)  0.492
O (-6.283, 0.399, -2.732)  -0.568
O (-7.268, -0.427, -4.554)  -0.436
C (0.784, -1.322, -0.772)  -0.695
C (1.720, -1.048, 0.212)  -0.318
H (2.172, 1.926, 4.310)  0.247
H (3.320, 2.990, 5.136)  0.334
H (2.123, 3.663, 4.026)  0.353
H (4.260, 3.613, 2.863)  0.379
H (3.201, 2.401, 2.144)  0.138
H (5.393, 1.881, 4.201)  0.363
H (5.536, 1.603, 2.466)  0.313
H (3.628, 0.144, 4.351)  0.268
H (5.150, -0.477, 3.708)  0.412
H (4.080, -0.077, 1.356)  0.465
H (3.542, -1.472, 2.330)  0.518
H (-0.106, 1.020, 2.147)  0.417
H (-1.780, 0.539, 0.403)  0.311
H (-2.344, -0.511, -1.489)  0.064
H (-2.399, -1.542, -4.639)  0.292
H (-2.989, -2.873, -3.666)  0.271
H (-4.219, -1.270, -2.185)  0.376
H (-3.607, 0.086, -3.149)  0.385
H (-5.379, -2.169, -4.202)  0.347
H (-4.780, -0.818, -5.154)  0.351
H (-8.019, 0.112, -4.260)  0.346
H (1.038, -1.978, -1.587)  0.512
H (2.693, -1.506, 0.136)  0.395

Atoms 1-6, force components in eV/Å:
0.1 0.0 -0.2
0.1 0.0 0.1
-0.2 0.0 -0.1
-0.1 0.1 -0.4
0.4 -0.3 0.2
-0.2 0.1 0.1

Summary:
SMILES ... CCCCCOc1ccc(NC(=O)CCCC(=O)O)cc1
LUMO level ... 0.56 eV
2S+1 ... 1
HOMO-LUMO gap ... 8.489 eV
Energy above the lowest of the compared OMol25 structures with the same formula, charge and spin ... 7.03 kcal per mole
Net charge ... 0



Entry 4:
Computed, not measured: the molecule C20H30N2O5S, with ωB97M-V/def2-TZVPD.

Last column: Mulliken charge in e.
Positions of all 58 atoms, in Å:
C (0.665, 6.182, 5.625)  -0.855
S (0.880, 4.822, 4.459)  0.015
C (-0.691, 3.942, 4.739)  -0.005
C (-1.879, 4.619, 4.072)  -1.356
C (-0.516, 2.469, 4.326)  -0.237
O (-1.653, 1.701, 4.652)  -0.539
C (-0.300, 2.337, 2.819)  0.192
O (-1.222, 2.325, 2.025)  -0.640
N (1.002, 2.287, 2.451)  0.140
C (1.409, 2.255, 1.065)  -1.701
C (1.848, 0.864, 0.604)  1.458
O (2.962, 0.563, 1.451)  -0.656
C (0.749, -0.185, 0.788)  -1.045
C (-0.381, -0.020, -0.229)  -0.894
N (0.156, -0.035, -1.583)  0.093
C (0.219, -1.150, -2.376)  0.827
O (0.946, -1.206, -3.352)  -0.656
C (-0.690, -2.314, -1.983)  -0.715
C (-0.723, -3.418, -3.002)  0.472
C (0.416, -4.174, -3.277)  -0.446
C (0.372, -5.197, -4.204)  -0.913
C (-0.806, -5.491, -4.888)  0.563
C (-0.804, -6.599, -5.906)  -0.474
O (-2.123, -6.837, -6.370)  -0.513
C (-1.940, -4.744, -4.619)  -0.784
C (-1.892, -3.718, -3.682)  -0.473
C (1.114, 1.034, -1.827)  -1.087
C (2.292, 0.913, -0.860)  -1.196
H (1.565, 6.790, 5.571)  0.357
H (-0.189, 6.802, 5.359)  0.258
H (0.554, 5.810, 6.643)  0.261
H (-0.832, 3.927, 5.826)  0.549
H (-2.780, 4.019, 4.205)  0.310
H (-2.049, 5.605, 4.503)  0.442
H (-1.705, 4.732, 3.003)  0.289
H (0.371, 2.079, 4.841)  0.197
H (-1.881, 1.870, 5.572)  0.413
H (1.713, 2.213, 3.158)  0.333
H (0.570, 2.614, 0.473)  0.511
H (2.253, 2.933, 0.928)  0.480
H (3.286, -0.316, 1.229)  0.492
H (1.203, -1.174, 0.658)  0.420
H (0.358, -0.136, 1.805)  0.360
H (-1.122, -0.803, -0.102)  0.389
H (-0.894, 0.929, -0.063)  0.475
H (-0.346, -2.702, -1.018)  0.371
H (-1.700, -1.934, -1.817)  0.492
H (1.344, -3.948, -2.768)  0.367
H (1.267, -5.775, -4.406)  0.356
H (-0.150, -6.317, -6.739)  0.290
H (-0.387, -7.504, -5.450)  0.305
H (-2.087, -7.502, -7.063)  0.291
H (-2.860, -4.965, -5.141)  0.408
H (-2.788, -3.140, -3.482)  0.342
H (1.454, 0.961, -2.855)  0.523
H (0.598, 1.989, -1.700)  0.362
H (2.996, 1.736, -1.000)  0.407
H (2.828, -0.014, -1.089)  0.373

Atoms 1-6, force components in eV/Å:
0.0 0.0 0.0
0.0 0.0 0.0
0.0 0.0 0.0
0.0 0.0 0.0
0.0 0.0 0.0
0.0 0.0 0.0

Summary:
SMILES ... CS[C@@H](C)[C@@H](O)C(=O)NCC1(O)CCN(C(=O)Cc2ccc(CO)cc2)CC1
LUMO level ... 0.53 eV
2S+1 ... 1
HOMO-LUMO gap ... 9.173 eV
Energy above the lowest of the compared OMol25 structures with the same formula, charge and spin ... 18.10 kcal per mole
Net charge ... 0



Entry 5:
Computed, not measured: a structure of composition C18H21NO4 in a non-equilibrium geometry, with ωB97M-V/def2-TZVPD.

Last column: Mulliken charge in e.
Positions of all 44 atoms, in Å:
C (-4.689, -1.548, 0.919)  -1.731
C (-4.160, -0.482, 1.746)  0.816
C (-4.627, -0.299, 2.977)  -0.903
C (-3.907, 0.810, 3.769)  0.267
O (-4.281, 1.238, 4.766)  -0.463
O (-2.692, 1.523, 3.249)  -0.477
C (-2.134, 1.299, 2.085)  -0.101
C (-1.273, 1.920, 1.452)  0.075
C (-0.695, 1.707, 0.192)  0.485
C (-1.290, 0.823, -0.528)  -0.199
C (-2.309, -0.165, -0.129)  -1.205
C (-2.879, 0.126, 1.014)  0.583
H (-2.823, -0.504, -0.860)  0.726
H (-0.870, 0.503, -1.484)  0.393
O (0.332, 2.520, -0.125)  -0.477
C (1.125, 2.365, -1.222)  0.501
C (2.104, 3.574, -1.336)  -1.783
H (1.729, 4.445, -1.242)  0.581
H (2.691, 3.181, -0.613)  0.495
H (2.650, 3.279, -2.285)  0.326
H (0.244, 2.506, -2.187)  0.225
C (1.790, 0.834, -1.404)  0.091
O (1.635, 0.276, -2.502)  -0.576
N (2.307, 0.418, -0.223)  0.028
H (1.895, 0.904, 0.284)  -0.013
C (2.661, -0.850, -0.111)  -0.165
C (1.720, -1.781, -0.369)  -0.482
H (0.630, -1.716, -0.478)  0.060
H (1.848, -2.627, 0.530)  0.289
C (2.185, -2.653, -1.557)  -0.367
H (1.771, -3.827, -1.711)  0.307
H (1.773, -2.126, -2.638)  0.134
C (3.669, -2.614, -1.526)  -0.881
H (4.103, -3.131, -0.832)  0.375
H (4.213, -2.734, -2.523)  0.289
C (3.851, -1.324, -1.075)  -0.314
H (3.670, -0.467, -2.126)  0.243
H (5.008, -0.987, -0.453)  0.197
H (3.119, -0.906, 0.887)  0.619
H (-0.660, 2.527, 2.240)  0.177
H (-5.281, -0.668, 3.528)  0.759
H (-3.745, -2.431, 0.679)  0.236
H (-5.420, -1.970, 1.326)  0.592
H (-4.993, -0.970, -0.105)  0.271

Atoms 1-6, force components in eV/Å:
7.0 1.9 -6.8
2.7 -0.9 -2.0
9.0 6.7 -3.7
1.1 -1.0 -3.8
-1.1 1.1 3.4
-1.2 -0.8 1.5

Summary:
LUMO level ... -0.13 eV
2S+1 ... 1
HOMO-LUMO gap ... 8.512 eV
Energy above the lowest of the compared OMol25 structures with the same formula, charge and spin ... 363.84 kcal per mole
Net charge ... 0



Entry 6:
Computed, not measured: a structure of composition C47H44FeN8OS4Se, with ωB97M-V/def2-TZVPD.

Last column: Mulliken charge in e.
Positions of all 106 atoms, in Å:
Fe (0.278, 1.728, 0.903)  -0.538
C (1.029, 5.788, 2.011)  -0.558
C (0.959, 4.634, 1.249)  -0.201
N (0.588, 3.482, 1.793)  0.783
C (0.261, 3.484, 3.096)  0.069
C (0.355, 4.650, 3.839)  -0.338
N (0.742, 5.805, 3.308)  -0.635
C (-0.274, 2.189, 3.603)  0.524
C (-0.389, 1.805, 4.912)  -1.109
C (-0.850, 0.484, 5.186)  0.777
C (-1.142, -0.353, 4.145)  -1.274
C (-0.982, 0.087, 2.809)  0.330
N (-0.591, 1.378, 2.587)  0.428
C (-1.051, -0.679, 1.616)  -0.085
C (-1.700, -1.930, 1.474)  -0.302
N (-1.874, -2.533, 0.330)  -0.644
C (-1.385, -1.881, -0.771)  -1.088
C (-0.721, -0.688, -0.676)  0.341
N (-0.514, -0.066, 0.496)  1.612
C (-0.919, -0.012, 6.582)  0.394
C (-1.908, -0.898, 6.996)  -0.468
C (-1.909, -1.353, 8.304)  -0.393
N (-1.008, -0.991, 9.218)  -0.641
C (-0.066, -0.138, 8.818)  -0.399
C (0.019, 0.375, 7.533)  -0.567
H (1.326, 6.726, 1.557)  0.420
H (1.222, 4.609, 0.200)  0.388
H (0.099, 4.647, 4.892)  0.410
H (-0.139, 2.484, 5.716)  0.573
H (-1.421, -1.381, 4.341)  0.544
H (-2.112, -2.417, 2.355)  0.370
H (-1.549, -2.345, -1.735)  0.577
H (-0.334, -0.186, -1.556)  -0.633
H (-2.688, -1.212, 6.314)  0.459
H (-2.679, -2.039, 8.639)  0.369
H (0.666, 0.149, 9.564)  0.372
H (0.827, 1.046, 7.271)  0.444
S (1.454, 2.073, -0.996)  -0.468
C (0.267, 2.449, -2.182)  0.235
N (0.622, 2.568, -3.497)  0.260
C (-0.339, 3.086, -4.453)  -0.989
C (-1.696, 2.517, -4.137)  -0.547
N (-2.039, 2.861, -2.770)  -0.004
C (-3.469, 2.909, -2.476)  -1.603
C (-4.143, 1.579, -2.746)  0.437
C (-5.008, 1.424, -3.823)  -0.406
C (-5.596, 0.193, -4.090)  -0.624
C (-5.315, -0.898, -3.282)  -0.537
C (-4.446, -0.754, -2.205)  -0.658
C (-3.866, 0.477, -1.938)  0.278
C (-1.092, 2.657, -1.797)  0.042
S (-1.545, 2.654, -0.142)  -0.570
C (1.925, 2.193, -4.016)  -1.350
C (1.820, 1.035, -4.982)  0.260
C (2.374, 1.095, -6.253)  -0.377
C (2.267, 0.015, -7.124)  -0.664
C (1.595, -1.131, -6.728)  -0.475
C (1.036, -1.198, -5.456)  -0.906
C (1.151, -0.122, -4.591)  0.377
H (-0.033, 2.782, -5.455)  0.433
H (-0.371, 4.180, -4.415)  0.331
H (-1.678, 1.429, -4.278)  0.234
H (-2.456, 2.929, -4.803)  0.527
H (-3.918, 3.684, -3.102)  0.493
H (-3.591, 3.198, -1.437)  0.627
H (-5.228, 2.276, -4.458)  0.348
H (-6.269, 0.087, -4.932)  0.377
H (-5.774, -1.857, -3.485)  0.393
H (-4.218, -1.601, -1.570)  0.463
H (-3.189, 0.591, -1.099)  0.418
H (2.555, 1.918, -3.172)  0.370
H (2.391, 3.053, -4.507)  0.402
H (2.895, 1.994, -6.566)  0.386
H (2.703, 0.075, -8.113)  0.379
H (1.505, -1.970, -7.407)  0.402
H (0.513, -2.092, -5.138)  0.404
H (0.719, -0.171, -3.596)  0.673
C (5.967, 0.736, 1.541)  -0.869
O (4.593, 0.346, 1.638)  -0.077
C (3.670, 1.310, 1.699)  0.116
S (3.979, 2.911, 1.697)  -0.198
S (2.077, 0.612, 1.866)  0.024
H (6.516, -0.197, 1.466)  0.233
H (6.265, 1.295, 2.427)  0.328
H (6.125, 1.355, 0.660)  0.360
C (0.355, -7.016, 0.847)  -1.626
C (0.851, -5.623, 0.585)  0.832
C (1.000, -5.151, -0.710)  -1.086
C (1.488, -3.881, -0.977)  0.578
C (1.641, -3.474, -2.421)  -1.259
C (1.832, -3.047, 0.110)  0.461
Se (2.502, -1.337, -0.260)  0.388
C (1.672, -3.502, 1.444)  1.161
C (1.966, -2.658, 2.654)  -1.626
C (1.192, -4.784, 1.643)  -1.006
H (-0.177, -7.416, -0.015)  0.378
H (-0.312, -7.041, 1.708)  0.381
H (1.193, -7.684, 1.062)  0.321
H (0.720, -5.786, -1.544)  0.387
H (2.541, -3.924, -2.847)  0.397
H (1.718, -2.398, -2.553)  -0.167
H (0.786, -3.829, -2.998)  0.446
H (1.150, -1.953, 2.832)  0.240
H (2.872, -2.065, 2.547)  0.273
H (2.067, -3.292, 3.535)  0.520
H (1.072, -5.142, 2.661)  0.403

Atoms 1-6, force components in eV/Å:
-0.2 0.0 -0.2
0.0 0.0 0.0
0.2 0.0 0.0
0.1 0.1 0.2
-0.3 -0.2 0.1
0.1 0.1 0.0

Summary:
Expectation value of S² ... 6.063
LUMO level (alpha / beta) ... -0.11 / -2.30 eV
2S+1 ... 5
HOMO-LUMO gap (alpha / beta) ... 5.115 / 5.200 eV
Energy above the lowest of the compared OMol25 structures with the same formula, charge and spin ... 2.48 kcal per mole
Net charge ... 0



Which value of 2S+1 does entry 1 give?
1



net charge of number 3 (C16H23NO4)?
0



Look up the net charge of the sixth one.
0